Density functional theory data (ωB97M-V with the def2-TZVPD basis set) for 2 unconnected molecules or ions with the total composition C5H6Br2 at a distorted geometry.

Relative energy (zero: lowest compared OMol25 entry of this formula, charge and spin)   140.7 kcal per mole
E_LUMO (alpha / beta)   -1.150 / -1.185 eV
Net charge   0
Energy   -5341.8901 Ha
Frontier orbital gap (alpha / beta)   6.82 / 6.90 eV

Atoms and positions in Å:
C -2.747 -0.692 1.032
C -1.567 -0.154 0.675
C -0.392 -0.869 0.363
C 1.117 0.990 -0.811
C 2.485 0.466 -0.939
Br -0.515 -2.376 -0.692
Br 0.962 2.551 0.177
H -3.532 -0.097 1.470
H -2.920 -1.751 0.968
H -1.402 0.908 0.832
H 2.908 0.964 -1.818
H 3.156 0.662 -0.099
H 2.447 -0.600 -1.158

Löwdin atomic charge list, values in e, 8 entries: atom 1 (C): 0.026, atom 2 (C): -0.369, atom 3 (C): -0.553, atom 4 (C): -0.576, atom 5 (C): -0.267, atom 6 (Br): 0.692, atom 7 (Br): 0.676, atom 8 (H): 0.060

=====

Density functional theory data (ωB97M-V with the def2-TZVPD basis set) for a molecular structure, C28H42AsGeN4O4S4SeW at a distorted geometry.

Relative energy (zero: lowest compared OMol25 entry of this formula, charge and spin)   19.8 kcal per mole
E_LUMO (alpha / beta)   -1.270 / -1.447 eV
Net charge   0
Energy   -9986.1993 Ha
Multiplicity   2
Frontier orbital gap (alpha / beta)   5.88 / 5.69 eV

Atoms and positions in Å:
W 0.159 -0.706 0.732
C 0.135 3.330 0.570
C 0.666 2.638 -0.682
C 1.988 3.325 -1.047
C -0.310 2.892 -1.830
O 0.936 1.229 -0.327
Ge 2.318 0.437 -1.531
O 1.084 0.372 -2.915
C 1.340 -0.100 -4.230
C 0.570 0.811 -5.183
C 2.827 -0.063 -4.578
C 0.818 -1.533 -4.345
O 1.488 -0.023 1.838
C 2.638 0.234 2.652
C 2.382 -0.222 4.096
C 3.843 -0.471 2.036
C 2.875 1.742 2.593
H 0.027 4.399 0.375
H 0.816 3.195 1.406
H -0.841 2.944 0.849
H 1.781 4.386 -1.197
H 2.434 2.957 -1.970
H 2.724 3.231 -0.249
H -0.224 3.947 -2.090
H -1.343 2.739 -1.537
H -0.077 2.289 -2.708
H 0.934 1.837 -5.098
H -0.491 0.802 -4.921
H 0.674 0.488 -6.219
H 3.223 0.950 -4.487
H 2.981 -0.401 -5.604
H 3.403 -0.721 -3.923
H -0.192 -1.579 -3.936
H 1.441 -2.220 -3.771
H 0.787 -1.866 -5.384
H 3.010 -1.071 4.360
H 1.347 -0.538 4.228
H 2.596 0.587 4.797
H 3.684 -1.547 1.965
H 4.710 -0.287 2.673
H 4.050 -0.081 1.039
H 2.041 2.299 3.017
H 3.017 2.051 1.558
H 3.773 1.990 3.160
S 0.164 -4.918 1.744
As 0.616 -2.861 2.042
S -0.932 -1.569 2.799
S 1.859 -1.667 -0.586
S 2.222 -3.473 3.278
Se -7.115 2.560 2.644
N -5.650 2.412 3.651
C -4.678 2.036 2.864
C -3.303 1.852 3.300
C -2.850 2.198 4.571
C -1.505 2.075 4.850
C -0.652 1.597 3.860
N -1.070 1.245 2.656
C -2.370 1.366 2.377
C -2.744 1.080 0.994
N -1.788 0.586 0.175
C -2.022 0.577 -1.132
C -3.226 0.992 -1.690
C -4.249 1.376 -0.858
C -4.010 1.426 0.515
C -5.020 1.852 1.473
N -6.264 2.082 1.149
H -3.551 2.570 5.305
H -1.108 2.346 5.818
H 0.405 1.471 4.055
H -1.209 0.235 -1.764
H -3.343 0.973 -2.764
H -5.220 1.662 -1.238
C -1.007 -3.871 -1.505
C -1.858 -2.777 -0.863
C -2.765 -3.285 0.248
C -2.719 -2.150 -1.955
O -0.941 -1.808 -0.301
H -1.652 -4.663 -1.890
H -0.312 -4.305 -0.792
H -0.434 -3.448 -2.330
H -3.553 -3.902 -0.188
H -3.229 -2.444 0.767
H -2.223 -3.883 0.977
H -3.200 -2.965 -2.497
H -2.114 -1.594 -2.670
H -3.505 -1.516 -1.550

Löwdin atomic charge list, values in e, 8 entries: atom 1 (W): 1.238, atom 2 (C): -0.024, atom 3 (C): -0.625, atom 4 (C): -0.092, atom 5 (C): -0.030, atom 6 (O): -0.504, atom 7 (Ge): 0.725, atom 8 (O): -0.414

=====

Density functional theory data (ωB97M-V with the def2-TZVPD basis set) for C7H6O in the gas phase at a distorted geometry.

Relative energy (zero: lowest compared OMol25 entry of this formula, charge and spin)   79.6 kcal per mole
E_LUMO   0.732 eV
Net charge   0
Energy   -345.3983 Ha
Frontier orbital gap   9.78 eV

Atoms and positions in Å:
C 0.258 -0.923 0.716
C -0.288 0.381 0.199
C 0.434 1.144 -0.668
C 0.057 2.513 -0.945
C -0.206 3.683 -0.959
C -0.727 -2.003 0.697
C -1.409 -2.986 0.758
H 1.495 -2.239 -0.108
H 0.538 -0.749 1.799
H -1.268 0.567 0.541
H 1.376 0.755 -1.066
H -0.417 4.742 -1.052
H -1.957 -3.891 0.849
O 1.439 -1.254 0.031

Löwdin atomic charge list, values in e, 8 entries: atom 1 (C): -0.425, atom 2 (C): -0.028, atom 3 (C): -0.090, atom 4 (C): -0.145, atom 5 (C): 0.100, atom 6 (C): -0.083, atom 7 (C): 0.136, atom 8 (H): 0.130

=====

Density functional theory data (ωB97M-V with the def2-TZVPD basis set) for a gas-phase ion, C18H31N2O2 (charge +1).

Relative energy (zero: lowest compared OMol25 entry of this formula, charge and spin)   8.4 kcal per mole
E_LUMO   -3.724 eV
Net charge   +1
Energy   -964.2250 Ha
Frontier orbital gap   5.95 eV

Atoms and positions in Å:
C -1.905 1.446 -4.060
C -1.266 2.099 -2.841
C -0.171 1.222 -2.239
C 0.482 1.877 -1.017
N 1.521 1.029 -0.468
C 1.144 0.214 0.654
H 0.179 -0.245 0.421
C 1.042 0.968 1.996
C 0.784 0.025 3.166
H 1.557 -0.747 3.214
H 0.752 0.580 4.106
O -0.495 -0.611 3.054
C -0.523 -1.871 2.634
O 0.440 -2.536 2.347
C -1.917 -2.407 2.566
C -2.084 -3.728 2.148
C -3.345 -4.283 2.073
C -4.440 -3.502 2.420
C -4.296 -2.187 2.834
C -3.028 -1.638 2.907
H -2.892 -0.619 3.228
H -5.158 -1.593 3.100
N -5.801 -4.096 2.347
H -6.501 -3.384 2.599
H -5.997 -4.438 1.396
H -5.885 -4.891 2.996
H -3.475 -5.305 1.752
H -1.206 -4.301 1.889
H 1.979 1.489 2.192
H 0.242 1.709 1.947
H 1.878 -0.591 0.756
C 2.857 1.582 -0.446
H 2.876 2.597 -0.014
C 3.462 1.624 -1.852
C 4.911 2.104 -1.830
C 5.511 2.146 -3.229
H 5.494 1.157 -3.682
H 4.947 2.824 -3.867
H 6.542 2.489 -3.192
H 5.504 1.435 -1.201
H 4.955 3.101 -1.385
H 2.873 2.288 -2.487
H 3.412 0.622 -2.281
H 3.479 0.939 0.180
H -0.293 2.085 -0.268
H 0.913 2.837 -1.313
H -0.592 0.258 -1.945
H 0.598 1.029 -2.987
H -2.032 2.293 -2.086
H -0.838 3.061 -3.130
H -2.351 0.489 -3.794
H -1.160 1.272 -4.832
H -2.683 2.084 -4.472

Löwdin atomic charge list, values in e, 8 entries: atom 1 (C): -0.118, atom 2 (C): -0.277, atom 3 (C): -0.202, atom 4 (C): -0.202, atom 5 (N): -0.196, atom 6 (C): -0.192, atom 7 (H): 0.118, atom 8 (C): -0.132